No. 1
A structure of composition C30H32CrN9S. Source: OMol25; level of theory: ωB97M-V/def2-TZVPD.

XYZ file:
```
73
Properties=species:S:1:pos:R:3:lowdin_charge:R:1
Cr -0.45 -0.74 0.57 0.790
C -2.07 -1.21 2.04 -0.261
C -2.51 -1.63 0.75 -0.260
C -1.66 -2.68 0.32 -0.251
C -0.66 -2.88 1.31 -0.245
C -0.91 -1.98 2.38 -0.243
C -0.20 -1.95 3.70 0.013
C 0.36 -3.98 1.35 -0.001
C -1.97 -3.58 -0.83 -0.007
C -3.74 -1.16 0.05 0.000
C -2.84 -0.32 2.97 -0.021
H -0.92 -1.86 4.51 0.099
H 0.51 -1.13 3.80 0.080
H 0.35 -2.88 3.86 0.090
H 0.67 -4.30 0.36 0.074
H -0.08 -4.85 1.85 0.112
H 1.25 -3.70 1.91 0.091
H -2.50 -3.06 -1.63 0.078
H -2.62 -4.38 -0.47 0.115
H -1.09 -4.08 -1.25 0.075
H -3.55 -1.00 -1.02 0.084
H -4.11 -0.22 0.47 0.078
H -4.53 -1.90 0.14 0.110
H -2.27 -0.07 3.86 0.080
H -3.73 -0.84 3.29 0.113
H -3.16 0.61 2.50 0.047
N 1.09 -2.72 -1.78 0.212
C 1.96 -1.90 -1.19 -0.408
N 3.23 -2.00 -1.55 0.197
C 4.06 -1.14 -0.96 -0.405
N 5.34 -1.17 -1.30 0.211
N 3.70 -0.22 -0.02 0.202
C 2.44 -0.23 0.28 -0.256
N 1.48 -1.01 -0.26 0.108
C 1.99 0.71 1.36 -0.169
C 2.85 1.62 1.93 0.034
C 2.37 2.42 2.96 0.005
C 1.06 2.26 3.38 -0.010
C 0.26 1.33 2.75 -0.119
N 0.71 0.56 1.75 0.033
H 1.44 -3.36 -2.47 0.137
H 0.11 -2.64 -1.61 0.047
H 5.66 -1.84 -1.99 0.129
H 6.00 -0.55 -0.86 0.127
H 3.86 1.68 1.57 0.125
H 3.02 3.14 3.43 0.130
H 0.65 2.85 4.19 0.128
H -0.77 1.20 3.03 0.092
N -0.88 2.71 -2.02 0.148
C -0.63 3.73 -1.06 -0.235
C 0.04 4.89 -1.40 0.002
C 0.27 5.85 -0.42 -0.045
C -0.13 5.63 0.89 -0.052
C -0.78 4.45 1.23 -0.079
C -1.05 3.51 0.24 -0.449
S -2.01 2.07 0.49 1.064
N -1.09 0.98 -0.50 -0.282
C -0.84 1.40 -1.71 -0.323
C -0.52 0.47 -2.84 -0.216
C 0.28 0.89 -3.89 -0.001
C 0.40 0.07 -5.01 -0.021
C -0.29 -1.13 -5.02 -0.020
C -1.03 -1.48 -3.90 -0.120
N -1.14 -0.71 -2.82 0.127
H -0.80 2.96 -2.99 0.153
H 0.37 5.06 -2.42 0.124
H 0.76 6.77 -0.69 0.119
H 0.05 6.38 1.65 0.118
H -1.11 4.27 2.25 0.113
H 0.83 1.82 -3.86 0.123
H 1.02 0.37 -5.84 0.126
H -0.25 -1.79 -5.88 0.122
H -1.56 -2.42 -3.88 0.116
```

<S²>: 3.859
net charge: +2
E: -3097.55525 a.u.
multiplicity: 4
LUMO level (alpha / beta): -5.796 / -6.022 eV


No. 2
A structure of composition C30H32F3N2O8PS2Se2Tc at a distorted geometry. Source: OMol25; level of theory: ωB97M-V/def2-TZVPD.

XYZ file:
```
81
Properties=species:S:1:pos:R:3:lowdin_charge:R:1
Tc -1.03 0.08 0.64 0.824
O -5.15 2.39 1.10 -0.084
C -4.08 2.72 1.96 -0.242
C -3.92 1.62 3.02 -0.567
C -4.98 1.88 4.13 -0.221
O -5.02 0.90 5.14 -0.044
C -2.54 1.70 3.67 -0.399
Se -0.91 1.65 2.48 0.952
C -4.19 0.23 2.45 -0.468
Se -3.43 -0.18 0.66 0.732
H -5.02 2.84 0.26 0.098
H -4.28 3.67 2.46 0.136
H -3.14 2.82 1.40 0.077
H -5.95 1.99 3.64 0.134
H -4.74 2.81 4.64 0.130
H -5.41 0.09 4.79 0.086
H -2.44 0.90 4.42 0.071
H -2.43 2.65 4.19 0.074
H -5.26 0.11 2.28 0.066
H -3.82 -0.54 3.12 0.064
N -0.38 -2.82 -0.21 -0.074
P -0.56 -1.44 -1.20 1.002
C 1.00 -1.43 -2.16 -0.339
C 1.07 -0.70 -3.34 -0.086
C 2.28 -0.59 -4.01 -0.073
C 3.41 -1.21 -3.52 -0.080
C 3.34 -1.94 -2.34 -0.065
C 2.14 -2.04 -1.66 -0.093
C -1.70 -2.06 -2.48 -0.335
C -1.32 -3.09 -3.35 -0.090
C -2.17 -3.49 -4.36 -0.075
C -3.40 -2.87 -4.52 -0.076
C -3.78 -1.84 -3.67 -0.068
C -2.93 -1.44 -2.65 -0.107
C -0.23 -2.76 1.15 -0.362
C 0.26 -3.87 1.85 -0.004
C 0.34 -3.84 3.22 -0.038
C -0.07 -2.68 3.88 -0.041
C -0.52 -1.62 3.14 -0.132
N -0.62 -1.64 1.80 -0.069
H -0.04 -3.68 -0.64 0.117
H 0.19 -0.21 -3.73 0.114
H 2.34 0.00 -4.92 0.107
H 4.35 -1.12 -4.04 0.106
H 4.23 -2.41 -1.94 0.113
H 2.13 -2.55 -0.71 0.090
H -0.35 -3.56 -3.23 0.107
H -1.87 -4.28 -5.03 0.106
H -4.06 -3.18 -5.32 0.105
H -4.73 -1.35 -3.80 0.108
H -3.22 -0.64 -1.98 0.028
H 0.58 -4.74 1.30 0.118
H 0.70 -4.69 3.77 0.116
H -0.02 -2.61 4.96 0.112
H -0.81 -0.70 3.62 0.064
F 0.50 2.50 -2.79 0.111
C 0.15 3.54 -2.02 -0.642
F 1.13 4.44 -2.08 0.142
F -0.94 4.09 -2.57 0.135
S -0.19 2.94 -0.28 0.439
O 1.10 2.67 0.26 -0.284
O -0.97 3.96 0.34 -0.291
O -1.01 1.77 -0.66 -0.501
C 7.06 2.36 -1.20 -0.052
C 5.78 1.87 -0.60 -0.270
C 4.63 1.75 -1.37 -0.022
C 3.46 1.23 -0.82 -0.057
C 3.45 0.86 0.51 -0.265
C 4.57 1.01 1.31 -0.041
C 5.73 1.52 0.75 -0.032
S 2.06 0.00 1.19 0.499
O 2.51 -1.37 1.38 -0.295
O 1.58 0.61 2.41 -0.415
O 1.01 0.02 0.12 -0.569
H 6.91 2.65 -2.24 0.072
H 7.82 1.58 -1.17 0.082
H 7.45 3.22 -0.65 0.082
H 4.64 2.05 -2.40 0.113
H 2.57 1.12 -1.41 0.099
H 4.51 0.73 2.35 0.121
H 6.62 1.62 1.36 0.115
```

<S²>: 0.873
E: -8194.86284 a.u.
multiplicity: 2
LUMO level (alpha / beta): -2.581 / -1.811 eV


No. 3
A structure of composition C30H32Ge2IrN5O6S3. Source: OMol25; level of theory: ωB97M-V/def2-TZVPD.

XYZ file:
```
79
Properties=species:S:1:pos:R:3:lowdin_charge:R:1
Ir 0.76 -0.66 -0.93 1.033
N -1.02 1.37 -4.37 0.086
C -0.83 0.87 -3.13 -0.835
S 0.70 1.27 -2.38 0.611
N -1.80 0.20 -2.58 -0.014
N -1.47 -0.23 -1.31 -0.156
C -2.44 -0.39 -0.49 -0.083
C -2.27 -0.82 0.89 -0.161
C -3.26 -1.63 1.45 -0.042
C -3.12 -2.16 2.72 -0.076
C -1.98 -1.85 3.45 -0.047
C -1.00 -1.02 2.93 0.000
C -1.14 -0.47 1.66 -0.291
O -0.22 0.34 1.08 -0.333
H -0.21 1.64 -4.90 0.086
H -1.83 1.04 -4.88 0.102
H -3.45 -0.22 -0.87 0.135
H -4.13 -1.86 0.85 0.115
H -3.88 -2.80 3.13 0.106
H -1.83 -2.27 4.44 0.116
H -0.12 -0.80 3.51 0.099
O 0.68 -5.14 3.23 0.132
C -0.23 -5.40 2.32 -0.502
O -0.98 -6.34 2.39 0.101
C -0.35 -4.44 1.18 -0.035
C -1.31 -4.59 0.20 0.018
N -1.18 -3.55 -0.65 0.050
N -0.19 -2.74 -0.28 -0.004
C 0.34 -3.26 0.82 -0.135
C 1.46 -2.51 1.46 -0.553
O 1.99 -2.95 2.48 0.066
O 1.79 -1.42 0.88 -0.222
H 1.20 -4.31 3.03 0.071
H -2.07 -5.35 0.08 0.145
H -1.75 -3.31 -1.44 0.162
C 0.21 -2.61 -3.98 -0.102
O 1.21 -1.77 -4.57 -0.208
C 2.23 -1.32 -3.86 -1.342
S 3.33 -0.32 -4.53 0.678
S 2.43 -1.77 -2.18 0.598
H -0.36 -3.01 -4.81 0.098
H -0.45 -2.00 -3.34 0.045
H 0.65 -3.41 -3.39 0.071
C 3.47 2.29 -0.88 -0.273
Ge 3.35 1.55 0.92 0.720
C 4.05 2.89 2.17 -0.242
C 4.45 -0.06 1.02 -0.231
Ge 1.07 1.48 1.83 0.923
C 1.20 1.17 3.74 -0.326
C 0.39 1.85 4.65 -0.102
C 0.49 1.59 6.01 -0.078
C 1.40 0.64 6.47 -0.080
C 2.21 -0.05 5.57 -0.068
C 2.11 0.22 4.21 -0.122
C 0.18 3.18 1.51 -0.290
C 0.58 4.32 2.21 -0.122
C 0.00 5.55 1.95 -0.084
C -1.00 5.66 0.99 -0.089
C -1.40 4.54 0.28 -0.079
C -0.82 3.30 0.54 -0.103
H 4.46 2.74 -0.99 0.028
H 2.72 3.07 -1.04 0.007
H 3.36 1.52 -1.64 -0.032
H 5.13 2.95 2.04 0.023
H 3.85 2.61 3.21 0.014
H 3.62 3.87 1.98 0.013
H 5.49 0.25 0.95 0.027
H 4.22 -0.72 0.19 -0.005
H 4.30 -0.61 1.95 0.010
H -0.32 2.59 4.30 0.101
H -0.14 2.12 6.71 0.103
H 1.47 0.43 7.53 0.103
H 2.90 -0.80 5.93 0.108
H 2.72 -0.34 3.52 0.083
H 1.35 4.24 2.97 0.096
H 0.32 6.42 2.51 0.103
H -1.45 6.62 0.79 0.101
H -2.17 4.62 -0.47 0.103
H -1.13 2.43 -0.02 0.074
```

<S²>: 6.022
E: -7340.32782 a.u.
multiplicity: 5
LUMO level (alpha / beta): -0.259 / -2.710 eV